1.
A cluster of 2 separate species, C2H6NOS in total in a non-equilibrium geometry. Source: the OMol25 dataset; level of theory: ωB97M-V/def2-TZVPD.

Each line ends with the Mulliken charge.
Geometry (Å):
S  -0.102  -0.471  -1.663  -0.695
O  -0.680  2.056  2.253  -0.591
N  0.580  0.285  1.553  -0.388
C  0.026  1.523  1.418  0.125
C  0.261  -2.294  -1.515  -0.722
H  0.593  -0.241  0.666  0.145
H  -0.683  -2.801  -1.316  0.165
H  0.640  -2.664  -2.466  0.204
H  0.341  2.071  0.518  0.336
H  0.128  -0.247  2.287  0.230
H  0.967  -2.424  -0.693  0.190

Computed properties:
* HOMO: -2.64 eV
* E_LUMO: 4.2 eV
* total charge: -1
* frontier orbital gap: 6.83 eV
* energy above the lowest of the compared OMol25 structures with the same formula, charge and spin: 89.6 kJ/mol

***

2.
The molecule C2H6NP in a non-equilibrium geometry. Source: the OMol25 dataset; level of theory: ωB97M-V/def2-TZVPD.

Each line ends with the Mulliken charge.
Geometry (Å):
P  -1.974  -0.028  -0.002  -0.049
N  -0.405  0.359  -0.518  -0.266
C  0.799  1.000  0.126  -0.286
C  0.812  -0.431  -0.283  -0.338
H  1.048  1.136  1.283  0.195
H  -1.758  -1.165  -0.747  0.055
H  1.181  1.790  -0.496  0.243
H  1.336  -0.766  -1.153  0.201
H  -1.864  -0.619  1.313  0.023
H  0.825  -1.277  0.478  0.224

Computed properties:
* HOMO: -9.03 eV
* E_LUMO: 1.2 eV
* frontier orbital gap: 10.19 eV
* SMILES string: PN1CC1
* energy above the lowest of the compared OMol25 structures with the same formula, charge and spin: 107.2 kJ/mol

***

3.
A cluster of 2 separate species, C2H6NP in total in a non-equilibrium geometry. Source: the OMol25 dataset; level of theory: ωB97M-V/def2-TZVPD.

Each line ends with the Mulliken charge.
Geometry (Å):
P  -0.455  1.399  -1.024  -0.040
N  -0.127  -1.972  1.307  -0.558
C  0.272  -0.179  -0.196  -0.464
C  -0.506  -0.848  0.854  0.069
H  0.648  2.086  -1.460  0.045
H  -1.208  -0.067  1.375  0.282
H  0.887  -0.859  -0.828  0.285
H  -0.704  0.857  -2.206  0.024
H  -0.475  -2.230  2.220  0.247
H  1.267  0.687  1.472  0.109

Computed properties:
* HOMO: -9.25 eV
* E_LUMO: -1.4 eV
* frontier orbital gap: 7.88 eV
* energy above the lowest of the compared OMol25 structures with the same formula, charge and spin: 401.1 kJ/mol

***

4.
A cluster of 2 separate species, C2H6NS in total in a non-equilibrium geometry. Source: the OMol25 dataset; level of theory: ωB97M-V/def2-TZVPD.

Each line ends with the Mulliken charge.
Geometry (Å):
S  -2.607  0.221  -0.432  -0.885
N  2.113  -0.483  0.745  -0.476
C  1.113  -0.782  -0.259  -0.612
C  2.377  0.736  0.903  -0.214
H  1.037  -1.835  -0.519  0.282
H  0.110  -0.427  -0.020  0.189
H  3.002  1.144  1.694  0.246
H  1.876  1.536  0.332  0.251
H  1.340  -0.217  -1.178  0.285
H  -1.833  0.577  -1.466  -0.066

Computed properties:
* HOMO: -2.58 eV
* E_LUMO: 3.8 eV
* total charge: -1
* frontier orbital gap: 6.38 eV
* energy above the lowest of the compared OMol25 structures with the same formula, charge and spin: 88.2 kJ/mol